127
Properties=species:S:1:pos:R:3 method="wB97M-V/def2-TZVPD" lumo_energy_ev="-0.587 / -0.551" orbital_gap_ev="5.3 / 5.3"
Ti 0.275 0.370 -2.111
C 3.449 3.438 -1.878
O 2.552 3.653 -2.971
C 1.645 2.663 -2.935
N 1.756 1.789 -1.937
C 2.893 2.209 -1.111
C 4.001 1.195 -0.895
C 3.881 -0.146 -1.221
C 4.956 -1.007 -1.042
C 6.151 -0.540 -0.521
C 6.268 0.796 -0.166
C 5.201 1.658 -0.356
C 0.572 2.586 -3.841
C 0.277 3.385 -4.944
C -0.882 3.109 -5.668
C -1.722 2.049 -5.319
C -1.374 1.258 -4.230
N -0.251 1.544 -3.498
C -2.020 0.119 -3.699
N -1.542 -0.495 -2.626
C -2.500 -1.537 -2.245
C -3.567 -1.454 -3.369
O -3.163 -0.363 -4.204
C -1.965 -2.951 -2.110
C -0.610 -3.248 -2.121
C -0.180 -4.565 -2.030
C -1.097 -5.595 -1.893
C -2.451 -5.301 -1.848
C -2.882 -3.991 -1.968
H 3.494 4.344 -1.273
H 4.440 3.234 -2.285
H 2.512 2.499 -0.124
H 2.949 -0.520 -1.614
H 4.856 -2.049 -1.320
H 6.987 -1.215 -0.389
H 7.190 1.171 0.261
H 5.294 2.701 -0.071
H 0.947 4.187 -5.219
H -1.133 3.727 -6.519
H -2.624 1.831 -5.872
H -2.928 -1.259 -1.273
H -4.573 -1.260 -2.996
H -3.583 -2.363 -3.970
H 0.111 -2.452 -2.214
H 0.879 -4.781 -2.081
H -0.750 -6.618 -1.821
H -3.177 -6.095 -1.725
H -3.945 -3.772 -1.950
C -2.048 -1.775 3.507
Si -0.272 -1.436 4.063
C -0.065 -2.406 5.689
C -0.035 0.400 4.481
Si 1.198 -1.950 2.279
Te 0.311 -0.396 0.405
Si 3.411 -1.545 3.000
C 3.542 -2.029 4.832
C 3.925 0.271 2.881
C 4.630 -2.646 2.047
Si 0.970 -4.263 1.872
C -0.784 -4.662 1.267
C 1.235 -5.158 3.527
C 2.204 -5.020 0.641
H -2.779 -1.372 4.208
H -2.225 -2.850 3.416
H -2.234 -1.324 2.529
H -0.463 -1.828 6.526
H 0.982 -2.630 5.906
H -0.608 -3.352 5.651
H -0.838 0.789 5.111
H -0.010 0.982 3.557
H 0.913 0.565 5.001
H 3.003 -1.315 5.459
H 4.579 -2.062 5.172
H 3.101 -3.015 5.001
H 3.434 0.857 3.662
H 3.624 0.687 1.918
H 5.003 0.409 2.982
H 4.564 -3.675 2.410
H 5.665 -2.316 2.153
H 4.388 -2.656 0.983
H -1.494 -4.644 2.098
H -0.840 -5.645 0.796
H -1.111 -3.919 0.534
H 0.613 -4.702 4.300
H 2.275 -5.083 3.855
H 0.977 -6.217 3.463
H 2.298 -4.399 -0.252
H 1.886 -6.017 0.327
H 3.195 -5.111 1.088
C 1.398 -0.812 -3.465
H 0.715 -1.167 -4.248
H 1.963 -1.687 -3.126
H 2.116 -0.145 -3.959
C -5.210 3.948 -3.251
C -5.122 2.580 -3.038
C -4.064 2.066 -2.304
C -3.082 2.894 -1.765
C -3.169 4.261 -2.010
C -4.228 4.784 -2.740
Sb -1.468 1.982 -0.620
C -0.890 3.901 0.178
C 0.304 4.477 -0.238
C 0.646 5.772 0.133
C -0.219 6.512 0.923
C -1.423 5.953 1.332
C -1.760 4.661 0.957
C -2.796 1.494 1.026
C -4.001 0.831 0.819
C -4.908 0.658 1.856
C -4.623 1.153 3.118
C -3.407 1.780 3.346
C -2.495 1.932 2.313
H -6.038 4.359 -3.814
H -5.874 1.914 -3.444
H -4.012 0.994 -2.151
H -2.412 4.935 -1.631
H -4.290 5.853 -2.907
H 0.974 3.922 -0.881
H 1.580 6.204 -0.205
H 0.036 7.525 1.206
H -2.112 6.531 1.936
H -2.714 4.253 1.259
H -4.258 0.452 -0.162
H -5.846 0.149 1.668
H -5.339 1.038 3.922
H -3.166 2.155 4.333
H -1.546 2.416 2.507

136
Properties=species:S:1:pos:R:3 method="wB97M-V/def2-TZVPD" lumo_energy_ev=-1.864 smiles="CCCCNC1=C(SCC(=O)OC[C@@H](C)OC(=O)CS)C(=O)OC1=O.c1cc[nH]c1.c1cc[nH]c1.c1cc[nH]c1.c1cc[nH]c1.c1cc[nH]c1.c1cc[nH]c1.c1cc[nH]c1.c1cc[nH]c1.c1cc[nH]c1" orbital_gap_ev=6.2
C 2.129 3.216 2.448
C 3.382 3.825 1.653
C 4.428 2.738 1.111
C 3.772 1.473 0.389
N 3.535 1.677 -1.102
C 2.384 0.790 -1.397
C 1.013 1.152 -1.435
S 0.476 2.916 -1.143
C -0.681 3.208 -2.607
C -2.158 2.826 -2.051
O -2.985 2.186 -2.753
O -2.419 3.225 -0.710
C -3.553 4.177 -0.671
C -4.611 3.519 0.390
C -6.070 3.778 -0.229
O -4.323 2.102 0.387
C -4.780 1.447 1.548
O -4.915 1.944 2.684
C -5.102 -0.129 1.368
S -5.975 -0.259 -0.288
C 0.134 -0.133 -1.742
O -1.091 -0.284 -1.833
O 1.071 -1.202 -1.868
C 2.419 -0.781 -1.707
O 3.424 -1.499 -1.756
H 2.379 2.323 3.118
H 1.244 2.922 1.777
H 1.734 4.047 3.145
H 2.980 4.522 0.845
H 3.958 4.478 2.413
H 5.180 3.285 0.443
H 5.023 2.336 2.011
H 4.525 0.601 0.459
H 2.769 1.139 0.820
H 3.294 2.656 -1.309
H -0.426 2.431 -3.409
H -0.610 4.286 -2.963
H -4.006 4.241 -1.718
H -3.147 5.179 -0.315
H -4.417 4.051 1.377
H -6.305 4.905 -0.150
H -6.012 3.499 -1.346
H -6.808 3.129 0.348
H -5.770 -0.433 2.238
H -4.140 -0.751 1.355
H -5.952 -1.606 -0.647
C 7.397 -0.704 3.946
C 6.222 -0.320 4.639
C 5.188 -0.344 3.735
N 5.697 -0.724 2.521
C 7.042 -0.951 2.643
H 8.392 -0.792 4.357
H 6.141 -0.056 5.683
H 4.138 -0.123 3.849
H 5.165 -0.823 1.673
H 7.628 -1.266 1.793
C 12.139 -2.399 7.406
C 11.142 -1.453 7.752
C 10.600 -0.984 6.580
N 11.236 -1.607 5.540
C 12.173 -2.476 6.035
H 12.762 -2.962 8.085
H 10.852 -1.150 8.747
H 9.819 -0.261 6.397
H 11.045 -1.452 4.564
H 12.781 -3.070 5.370
C -2.101 2.465 -7.963
C -2.187 1.054 -8.064
C -2.311 0.560 -6.788
N -2.299 1.621 -5.921
C -2.177 2.785 -6.629
H -1.997 3.168 -8.777
H -2.161 0.465 -8.969
H -2.405 -0.451 -6.423
H -2.370 1.554 -4.916
H -2.153 3.739 -6.124
C -3.807 -4.046 0.613
C -3.860 -5.446 0.400
C -3.121 -5.715 -0.726
N -2.628 -4.529 -1.204
C -3.037 -3.507 -0.391
H -4.280 -3.493 1.412
H -4.379 -6.175 1.003
H -2.905 -6.646 -1.228
H -2.053 -4.426 -2.024
H -2.747 -2.487 -0.596
C -5.725 -3.321 -4.878
C -5.906 -1.983 -5.307
C -4.910 -1.230 -4.733
N -4.137 -2.064 -3.970
C -4.624 -3.342 -4.057
H -6.332 -4.174 -5.141
H -6.679 -1.611 -5.963
H -4.686 -0.176 -4.801
H -3.335 -1.782 -3.429
H -4.147 -4.153 -3.527
C 16.837 1.258 7.411
C 16.903 -0.104 7.794
C 15.661 -0.650 7.577
N 14.848 0.333 7.082
C 15.558 1.499 6.973
H 17.638 1.982 7.451
H 17.763 -0.628 8.185
H 15.286 -1.650 7.733
H 13.878 0.216 6.836
H 15.093 2.396 6.594
C -1.838 -5.589 5.807
C -2.877 -4.681 6.130
C -3.388 -4.207 4.946
N -2.692 -4.792 3.922
C -1.750 -5.640 4.438
H -1.224 -6.145 6.501
H -3.214 -4.405 7.118
H -4.183 -3.505 4.745
H -2.851 -4.625 2.939
H -1.098 -6.204 3.787
C -7.323 4.219 -9.801
C -7.344 2.856 -10.188
C -6.125 2.318 -9.854
N -5.368 3.306 -9.286
C -6.092 4.467 -9.244
H -8.121 4.938 -9.916
H -8.160 2.327 -10.657
H -5.731 1.320 -9.974
H -4.423 3.196 -8.949
H -5.670 5.367 -8.824
C -11.433 -1.243 -1.604
C -11.688 -1.666 -0.276
C -10.599 -1.311 0.482
N -9.694 -0.694 -0.339
C -10.197 -0.644 -1.612
H -12.082 -1.362 -2.459
H -12.571 -2.173 0.085
H -10.390 -1.446 1.533
H -8.797 -0.333 -0.052
H -9.632 -0.188 -2.411

no.,electronic energy (eV)
1,-130950.0401
2,-104855.1854